DFT (ωB97M-V/def2-TZVPD) results for a gas-phase ion, C5H9N2S (charge +1) in a non-equilibrium geometry.

SMILES	C=[S@]1(C)=C[NH+]=CN=C1
net charge	+1
highest occupied orbital energy (alpha / beta)	-12.24 / -12.25	eV
multiplicity	1
maximum force	5.9	eV/A
E_tot	-19132.8152	eV
frontier orbital gap (alpha / beta)	0.2750 / 0.2751	hartree

Atoms and positions in Å:
1 H -1.83309 2.15164 0.66668
2 S 0.40754 -0.62817 0.29910
3 C -1.85020 1.02189 -1.01205
4 H 2.39206 -1.44700 1.36935
5 N -1.78480 -0.28083 -1.25463
6 H -2.59477 1.51949 -1.71322
7 H 1.34274 0.27283 -1.74459
8 H -0.56652 0.99967 1.89076
9 C -0.43194 0.76571 0.86338
10 H 2.50840 -0.75420 -0.72302
11 C 1.40928 -1.01812 1.57598
12 C 1.82634 0.08102 -0.78670
13 H 1.96514 0.92751 -0.30040
14 H 0.88623 -1.65371 2.38462
15 N -1.38404 1.43790 0.16658
16 C -1.04434 -1.20873 -0.91524
17 H -1.24802 -2.18690 -0.76660


DFT (ωB97M-V/def2-TZVPD) results for a gas-phase ion, C5H9N2S (charge +1) in a non-equilibrium geometry.

SMILES	SCC1=[NH+]CCC=N1
net charge	+1
highest occupied orbital energy	-13.45	eV
multiplicity	1
maximum force	1.2	eV/A
E_tot	-19139.4073	eV
frontier orbital gap	0.3078	hartree

Atoms and positions in Å:
1 H -3.37768 0.32065 0.30944
2 H -0.97511 1.67464 2.09438
3 C 0.12607 -0.21104 -1.72445
4 C 1.39155 -1.04531 0.16742
5 C 1.51393 -0.48254 -1.25527
6 H 0.60523 -0.20134 1.95689
7 H 2.08899 0.44891 -1.25553
8 N -0.74814 0.27311 -0.93307
9 C -0.46439 0.47922 0.37192
10 H -1.75159 2.19405 0.56116
11 H 2.36535 -1.06403 0.65804
12 S -2.73621 0.14690 1.46464
13 H 1.00026 -2.07000 0.14459
14 C -1.37583 1.35309 1.13636
15 H 2.02366 -1.18909 -1.90715
16 H -0.18295 -0.42014 -2.73934
17 N 0.49686 -0.20709 0.94998


DFT (ωB97M-V/def2-TZVPD) results for 2 unconnected molecules or ions with the total composition C5H9N3 in a non-equilibrium geometry.

highest occupied orbital energy (alpha / beta)	-8.38 / -8.34	eV
multiplicity	1
maximum force	3.0	eV/A
E_tot	-9797.2864	eV
frontier orbital gap (alpha / beta)	0.2678 / 0.2386	hartree

Atoms and positions in Å:
1 H 2.06428 -0.79675 2.75611
2 C -0.62451 -0.01471 1.26205
3 N 0.10615 -0.08746 2.35190
4 H 1.65566 0.28280 -2.08346
5 N 0.05444 -0.57205 0.26037
6 H 0.48215 1.64158 -1.99278
7 C -1.98218 0.55890 1.14186
8 N -0.40751 -0.19983 -1.88722
9 C 0.64201 0.62066 -2.34315
10 H -2.32989 0.43576 0.11913
11 C 1.29128 -0.94600 0.68393
12 H 0.58645 0.61909 -3.44198
13 H -2.66514 0.06565 1.83076
14 H 2.00789 -1.40061 0.03231
15 H -1.95965 1.61912 1.39118
16 C 1.30951 -0.64397 2.01239
17 H -0.23091 -1.18218 -2.09340


DFT (ωB97M-V/def2-TZVPD) results for a single C5H9N3 molecule in a non-equilibrium geometry.

SMILES	C1=NNCC12CNC2
highest occupied orbital energy	-8.83	eV
multiplicity	1
maximum force	3.8	eV/A
E_tot	-9798.0998	eV
frontier orbital gap	0.3578	hartree

Atoms and positions in Å:
1 H -1.23461 0.73857 1.84497
2 H -0.70130 -0.98095 1.82156
3 N -1.86382 -0.39296 0.08647
4 H 0.40369 -1.83640 0.04121
5 H 0.73125 -0.97627 -1.52540
6 C 1.26165 1.21826 0.17701
7 C 0.01903 0.30750 0.05635
8 N 2.09781 -0.79372 0.17333
9 H -1.07995 0.16512 -1.89584
10 H -2.95626 -0.18740 0.14817
11 N 2.40944 0.57836 0.21859
12 C 0.74911 -0.92448 -0.45368
13 C -1.16166 0.56722 -0.80924
14 H -1.66023 1.61682 -0.86943
15 C -0.90933 -0.14593 1.20057
16 H 1.16011 2.32571 0.21642
17 H 2.73506 -1.27945 -0.43106


DFT (ωB97M-V/def2-TZVPD) results for a single C5H9N3 molecule in a non-equilibrium geometry.

highest occupied orbital energy	-6.84	eV
multiplicity	1
maximum force	2.3	eV/A
E_tot	-9797.5847	eV
frontier orbital gap	0.2858	hartree

Atoms and positions in Å:
1 C 1.09403 0.31640 2.09218
2 H -1.60787 -1.95276 -0.52019
3 N -1.47118 0.55455 -1.88690
4 H 2.04590 0.71616 2.44295
5 C -0.59058 -1.78356 -0.15828
6 H 0.77291 2.37956 -1.17819
7 H -2.39313 0.27195 -1.58548
8 C 0.65260 1.35095 -0.87487
9 H -0.47142 -2.32450 0.78130
10 C 1.02172 0.33662 0.61047
11 C -0.45657 0.53657 -0.97880
12 N 1.86295 0.69020 -0.27246
13 H 1.00201 -0.70943 2.45907
14 H -1.46248 1.27295 -2.59577
15 N -0.37458 -0.35664 0.05230
16 H 0.10791 -2.19198 -0.89708
17 H 0.26776 0.89296 2.50975


DFT (ωB97M-V/def2-TZVPD) results for a molecular structure, C5H9N3 in a non-equilibrium geometry.

highest occupied orbital energy	-8.05	eV
multiplicity	1
maximum force	5.0	eV/A
E_tot	-9790.6608	eV
frontier orbital gap	0.3308	hartree

Atoms and positions in Å:
1 C -0.45141 0.57781 0.44559
2 N 1.01541 0.78751 0.34889
3 H 0.84097 -1.56105 -2.13476
4 N 0.27937 -1.51702 -0.20556
5 C 0.72350 0.78116 -1.11876
6 H -0.21862 -2.30448 1.62228
7 H 1.36515 1.65577 0.63144
8 H -0.75930 -0.23836 -0.19568
9 C -0.51622 1.60306 -0.78507
10 H -0.38738 2.64716 -0.72390
11 H 1.40164 1.34977 -2.04871
12 C -1.20458 -0.18493 1.48703
13 H -1.08508 1.53007 -1.79460
14 H -1.14688 0.06243 2.57383
15 N -0.24799 -1.40360 1.03981
16 H -2.43610 -0.24561 0.79893
17 C 0.63173 -0.77108 -1.19726


DFT (ωB97M-V/def2-TZVPD) results for a molecular structure, C5H9N3 in a non-equilibrium geometry.

highest occupied orbital energy	-8.39	eV
multiplicity	1
maximum force	6.0	eV/A
E_tot	-9796.1460	eV
frontier orbital gap	0.3336	hartree

Atoms and positions in Å:
1 H 0.41316 2.43866 0.08711
2 C -1.47443 -0.44119 -0.07903
3 C 0.58477 0.35616 0.09324
4 C -2.52637 -1.23474 0.16004
5 H -2.13199 1.29344 0.78835
6 H -2.47602 -2.29741 0.27046
7 H 1.54608 -1.70145 -0.63336
8 H -3.57678 -0.91319 0.05732
9 H 2.35220 0.86928 0.87327
10 C 2.12656 0.37105 0.03388
11 N -0.10488 1.54096 0.11307
12 N 2.69202 -1.05890 -0.11797
13 H -1.99466 1.35950 -1.10652
14 H 2.86575 -1.14802 1.23752
15 H 2.57818 0.83929 -0.91593
16 N -0.07126 -0.74231 -0.15425
17 C -1.57503 1.12900 -0.13216


DFT (ωB97M-V/def2-TZVPD) results for a single C5H9N3 molecule in a non-equilibrium geometry.

SMILES	C1=NN[C@@H]2CNC[C@@H]12
highest occupied orbital energy	-8.29	eV
multiplicity	1
maximum force	5.7	eV/A
E_tot	-9798.1886	eV
frontier orbital gap	0.3415	hartree

Atoms and positions in Å:
1 N -0.66816 1.21715 1.10459
2 H 2.35537 0.36706 1.64267
3 H -0.52064 -0.85178 -2.65354
4 N -0.42329 -1.17534 -1.71037
5 C 0.88110 -0.93284 -1.16215
6 H -0.15594 1.16226 -0.89386
7 H 1.52476 -1.85126 -1.23584
8 H -1.63872 1.03121 1.66740
9 N 0.47783 1.13347 1.82452
10 C -0.56747 0.49740 -0.13130
11 H -2.07866 0.01873 -1.67207
12 C 1.36026 0.37449 1.23680
13 H 1.52701 -0.20961 -1.76026
14 C -1.44863 -0.43847 -0.86391
15 C 0.63418 -0.41431 0.21999
16 H 0.19394 -1.27061 0.84701
17 H -2.06850 -1.14062 -0.26932